(1)
Molecular formula: C6H10O
Method: DFT, ωB97M-V/def2-TZVPD

Values from the calculation:
Energy relative to the best compared isomer or geometry (same formula, charge and spin) ... 45.6 kcal/mol
SMILES string ... C[C@H]1C[C@H]1/C=C\O
Calculated total energy ... -309.76971 hartree
M ... 98.1 g/mol

XYZ file:
```
17
Properties=species:S:1:pos:R:3:forces:R:3
C 0.2695 2.0255 0.4432 -0.04 0.03 0.04
C 0.9336 0.9809 -0.4156 0.04 0.16 -0.03
C 1.4113 -0.3019 0.2050 0.10 -0.04 0.16
C 0.2218 -0.3005 -0.7247 -0.01 0.05 -0.10
C -1.2310 -0.6022 -0.4750 -0.13 -0.22 -0.62
C -1.6275 -1.8119 -0.0471 -0.29 0.44 -0.15
O -0.9429 -2.3948 0.9653 0.34 0.12 -0.01
H 1.0163 2.6689 0.9197 -0.12 -0.05 -0.03
H -0.3320 1.5586 1.2319 0.08 0.06 -0.11
H -0.3979 2.6571 -0.1540 0.09 -0.06 0.10
H 1.5393 1.3732 -1.2304 -0.05 -0.03 0.17
H 2.3311 -0.7482 -0.1679 -0.24 0.04 0.10
H 1.2700 -0.4327 1.2755 -0.03 0.11 -0.13
H 0.4729 -0.7054 -1.7081 0.03 0.13 0.18
H -1.9368 0.0314 -0.9941 0.00 -0.25 -0.54
H -0.5635 -1.5726 1.3217 0.56 -0.93 0.52
H -2.4343 -2.4253 -0.4455 -0.31 0.44 0.44
```
Positions in Å, forces in eV/Å.

(2)
Molecular formula: C6H10O
Method: DFT, ωB97M-V/def2-TZVPD

Values from the calculation:
Energy relative to the best compared isomer or geometry (same formula, charge and spin) ... 41.0 kcal/mol
SMILES string ... C#C[C@](C)(O)CC
Calculated total energy ... -309.77697 hartree
M ... 98.1 g/mol

XYZ file:
```
17
Properties=species:S:1:pos:R:3:forces:R:3
C 2.0518 0.3189 0.0934 0.04 0.04 0.05
C 0.9589 -0.5314 -0.5451 0.00 -0.03 -0.10
C -0.4528 -0.2238 -0.0363 0.05 -0.09 -0.09
C -1.5378 -0.9045 -0.8680 -0.07 -0.02 -0.12
O -0.4978 -0.7840 1.2795 -0.15 -0.28 0.28
C -0.7172 1.2153 0.1975 -0.13 0.25 0.56
C -0.9797 2.1611 0.8958 0.08 -0.23 -0.19
H 3.0410 -0.0789 -0.1503 -0.11 0.04 0.01
H 1.9473 0.3279 1.1812 0.01 -0.03 -0.10
H 2.0075 1.3552 -0.2570 -0.02 -0.15 0.05
H 1.1166 -1.5907 -0.3081 0.00 0.14 -0.10
H 0.9879 -0.4322 -1.6347 -0.05 0.03 0.09
H -2.5302 -0.5748 -0.5423 0.14 -0.07 -0.03
H -1.4428 -0.7007 -1.9361 0.02 0.07 0.06
H -1.4559 -1.9827 -0.6980 0.01 0.15 -0.11
H -1.3173 -0.4605 1.6779 0.21 -0.12 0.08
H -1.1797 2.8857 1.6506 -0.03 0.29 -0.36
```
Positions in Å, forces in eV/Å.

(3)
Molecular formula: C6H10O
Method: DFT, ωB97M-V/def2-TZVPD

Values from the calculation:
Energy relative to the best compared isomer or geometry (same formula, charge and spin) ... 93.2 kcal/mol
Calculated total energy ... -309.69381 hartree
M ... 98.1 g/mol

XYZ file:
```
17
Properties=species:S:1:pos:R:3:forces:R:3
C -1.7376 0.0952 -0.4524 0.03 -0.03 0.02
C -0.8462 0.4673 0.7250 -0.15 -0.14 0.12
C -0.1714 -0.6581 1.5211 -0.05 -0.01 0.07
C 0.9848 -1.2061 -1.1236 0.30 0.28 -0.24
C 1.6500 0.0309 -1.0999 -0.07 -0.08 -0.02
C 1.2332 1.1525 -0.3897 -0.12 0.12 0.01
O 0.1816 1.4371 0.3226 0.29 -0.09 -0.15
H -2.5401 -0.5560 -0.0902 0.10 0.11 0.01
H -1.1769 -0.4566 -1.2066 -0.13 0.08 0.12
H -2.1930 0.9927 -0.8862 0.09 -0.13 0.10
H -1.4410 1.0843 1.4040 0.14 -0.06 -0.07
H -0.4937 -1.6418 1.1748 0.00 0.19 0.15
H -0.3568 -0.5359 2.5959 -0.06 -0.06 -0.24
H 1.5396 -1.8722 -1.8090 0.04 0.10 0.05
H 2.5703 0.2573 -1.6485 -0.01 -0.09 0.09
H 0.9100 -0.6179 1.3582 -0.29 -0.13 0.16
H 1.8871 2.0274 -0.3956 -0.10 -0.06 -0.19
```
Positions in Å, forces in eV/Å.

Question: The highest energy relative to the best compared isomer or geometry (same formula, charge and spin) belongs to which entry?
Answer: number 3